1.
C4H7P3 | wB97M-V/def2-TZVPD

LUMO, eV: 0.14
ΔE to the lowest compared entry with this formula, charge and spin, kcal per mole: 30.1
Max |F|, eV Å⁻¹: 4.41

```
! wB97M-V def2-TZVPD RIJCOSX def2/J DEFGRID3
* xyz 0 1
C -0.26010 -0.98227 0.04618
C -0.26089 0.97752 0.04313
C 1.07095 -1.60822 0.09576
C 1.06516 1.60525 0.16330
P -1.75084 -1.70671 -0.08497
P -1.74743 1.70368 -0.11821
P -3.07639 0.00449 0.10895
H 1.02650 -2.60875 -0.33444
H 1.42070 -1.68854 1.12797
H 1.80592 -1.02468 -0.45611
H 1.36422 1.63633 1.21441
H 1.02953 2.63064 -0.20573
H 1.83481 1.06693 -0.38947
H -3.52215 -0.00567 -1.21076
*
```


2.
C4H7P3 | wB97M-V/def2-TZVPD

LUMO, eV: -0.67
ΔE to the lowest compared entry with this formula, charge and spin, kcal per mole: 69.7
Max |F|, eV Å⁻¹: 4.84

```
! wB97M-V def2-TZVPD RIJCOSX def2/J DEFGRID3
* xyz 0 1
C -1.56136 0.51520 2.63408
C 1.89517 -1.81882 -2.31416
C -0.25708 1.51274 0.40356
C -0.03757 -0.66054 -1.10805
P -1.70458 0.43072 0.98298
P 0.34065 -2.26040 -1.93970
P 0.99851 0.23152 -0.04501
H -2.23724 0.02278 3.24295
H -0.83749 1.22317 3.16662
H 2.74521 -2.52061 -2.49823
H 2.28647 -0.78474 -2.28392
H 0.11547 2.24189 1.32618
H -0.58188 2.08932 -0.37440
H -1.16429 -0.22225 -1.19290
*
```


3.
C4H8 | wB97M-V/def2-TZVPD

LUMO, eV: 1.27
ΔE to the lowest compared entry with this formula, charge and spin, kcal per mole: 8.1
Max |F|, eV Å⁻¹: 2.05

```
! wB97M-V def2-TZVPD RIJCOSX def2/J DEFGRID3
* xyz 0 1
C -0.22535 1.33463 0.91925
C 0.17686 -0.14404 0.71675
C 0.45474 -0.46584 -0.71073
C -0.24115 -1.35604 -1.43544
H -1.14741 1.57770 0.36115
H 0.55818 1.99926 0.39240
H -0.25394 1.57548 1.97946
H 1.09755 -0.33763 1.32418
H -0.61470 -0.84162 1.08658
H 1.32089 0.03991 -1.20539
H -1.15307 -1.75672 -0.95361
H 0.02738 -1.62509 -2.47459
*
```


4.
C4H8 | wB97M-V/def2-TZVPD

LUMO, eV: 1.07
ΔE to the lowest compared entry with this formula, charge and spin, kcal per mole: 118.3
Max |F|, eV Å⁻¹: 3.82

```
! wB97M-V def2-TZVPD RIJCOSX def2/J DEFGRID3
* xyz 0 1
C -0.51443 -1.00378 0.31454
C -0.15610 0.25149 1.06880
C 0.48566 0.87257 -0.13632
C 0.55412 -0.53854 -0.71649
H -1.52091 -1.03535 -0.14017
H -0.33808 -1.96003 0.81618
H -0.82187 1.18786 0.25924
H -0.47526 0.66794 2.01549
H -0.34909 1.55458 -1.11521
H 1.27384 1.61744 -0.08868
H 0.32452 -0.64560 -1.78047
H 1.53760 -0.96858 -0.49690
*
```


5.
C4H82N2O39 | wB97M-V/def2-TZVPD

LUMO, eV: -0.58
ΔE to the lowest compared entry with this formula, charge and spin, kcal per mole: 36.8
Max |F|, eV Å⁻¹: 3.17

```
! wB97M-V def2-TZVPD RIJCOSX def2/J DEFGRID3
* xyz 0 1
C 1.56649 -0.93398 3.73079
C 0.43247 -0.36922 2.86359
C -0.13323 1.01839 3.19018
N 0.07023 -1.13852 1.85716
O -1.33634 -1.44301 1.85191
C -1.83089 -1.78294 3.10450
N -2.80692 -0.89843 3.60671
O -1.49227 -2.74288 3.71146
H 2.03149 -0.18444 4.37215
H 2.30418 -1.32171 3.00798
H 1.21420 -1.81492 4.28274
H -0.44864 1.07205 4.23418
H 0.58012 1.83670 3.00114
H -1.04940 1.19683 2.60645
H -2.57193 -0.65690 4.56227
H -2.74818 -0.05596 3.04220
O -0.13189 1.37308 -0.25943
H 0.42597 1.07958 -0.98742
H -0.40469 0.56425 0.16983
O -2.22557 2.70365 4.68099
H -1.94353 3.55250 5.04057
H -3.03131 2.50413 5.17095
O 3.86439 0.54470 2.14320
H 3.10431 0.62156 1.55752
H 4.57896 0.97104 1.65264
O -1.96206 -4.30008 0.65765
H -1.65050 -3.47993 1.05904
H -2.81810 -4.45555 1.07348
O 1.10693 2.01419 5.68350
H 1.72588 2.69042 5.98489
H 0.30094 2.51084 5.49984
O -3.14647 -1.55145 -0.55211
H -3.78024 -0.94810 -0.15066
H -2.52179 -1.75063 0.15681
O -5.04164 -0.09776 -1.99591
H -4.76231 0.80651 -1.82032
H -4.24813 -0.52426 -2.33807
O 6.54418 0.30724 1.04168
H 7.09712 0.06316 0.28635
H 6.28726 -0.53771 1.42586
O 5.66722 3.26085 0.30842
H 5.73985 3.03973 -0.62721
H 6.23884 2.62014 0.74781
O -0.34252 0.38685 -2.92018
H -1.25992 0.13267 -3.07961
H -0.07498 0.84471 -3.72947
O -2.49069 -7.32975 1.78404
H -2.30641 -6.87393 0.95534
H -1.86519 -6.94140 2.40566
O -0.43536 -6.06063 -1.25122
H -0.91312 -5.39888 -0.73230
H -1.02182 -6.24813 -1.99066
O 0.30518 -9.18148 -1.76352
H 1.23848 -9.31521 -1.57254
H 0.18224 -8.24560 -1.59209
O -3.02639 -0.78082 -4.44301
H -2.40401 -1.08702 -5.11127
H -3.40105 -1.59146 -4.07996
O -7.89056 -0.09363 -2.46623
H -6.95021 -0.25275 -2.27458
H -8.00985 0.84572 -2.29669
O -8.52740 -2.98170 -1.94735
H -7.95928 -3.11634 -2.71061
H -8.59376 -2.02031 -1.87068
O 2.03560 -0.71612 7.31694
H 2.65757 -0.05308 7.62840
H 1.22683 -0.22152 7.14429
O 2.03513 3.52383 1.89492
H 1.28989 3.58424 1.29214
H 2.75958 3.90182 1.39289
O -1.02251 1.26394 7.64053
H -1.77856 1.32087 7.05059
H -0.29694 1.65372 7.13436
O 0.95302 1.95779 -4.98367
H 1.17119 2.88444 -4.80806
H 1.73772 1.60396 -5.41712
O 0.81846 4.59406 -3.23791
H 1.09349 5.43000 -2.84125
H 0.01815 4.36054 -2.75878
O 1.73773 5.53761 0.09688
H 2.36540 6.20418 0.40097
H 0.94197 6.04181 -0.10710
O 0.15643 7.44227 -3.13928
H -0.75230 7.18854 -3.32453
H 0.42668 7.92894 -3.92668
O -1.99458 -3.68276 -2.37444
H -2.23656 -2.84915 -1.95402
H -2.62289 -4.31425 -2.01376
O -0.68457 7.87761 0.21433
H -1.41549 8.19831 0.75063
H -0.93261 8.10850 -0.68736
O 2.65009 -7.69266 -1.17681
H 2.04719 -6.93967 -1.12656
H 3.01544 -7.64243 -2.06600
O -1.46594 2.12961 -6.74916
H -2.10714 2.67015 -6.27966
H -0.75400 1.99018 -6.10936
O 8.79788 2.49765 2.03506
H 8.52661 3.29096 2.50604
H 8.26632 1.79168 2.42418
O 4.90862 2.99750 -2.71651
H 3.99384 2.74295 -2.87202
H 5.15427 3.49887 -3.49922
O -3.02980 -9.78585 -0.01472
H -2.75981 -8.88446 0.18217
H -2.23658 -10.19243 -0.38038
O 0.15644 9.15253 -5.91481
H 0.42781 10.07158 -5.82783
H -0.18523 9.08979 -6.81170
O -9.30728 -0.85734 0.28664
H -10.21374 -1.05728 0.03467
H -8.92660 -0.44317 -0.49650
O 0.75015 -1.90399 -5.13483
H 0.48529 -1.08013 -4.70945
H 0.20838 -2.57359 -4.70349
O -4.38407 -9.00120 3.46461
H -5.07233 -8.89155 2.80361
H -3.59604 -8.64421 3.03810
O 9.16650 0.06054 -0.03842
H 10.12102 -0.02574 0.03079
H 8.99631 0.98137 0.20330
O 4.05147 6.57992 2.16790
H 4.29575 7.50058 2.30381
H 4.82894 6.18850 1.75326
O 3.82811 -2.02243 -4.46263
H 2.95262 -1.98291 -4.86665
H 3.67324 -2.43740 -3.60977
*
```


6.
C4H8AgClN2O | wB97M-V/def2-TZVPD

LUMO (alpha / beta), eV: -6.05 / -6.03
Max |F|, eV Å⁻¹: 1.70
Expectation value of S²: 0.76

```
! wB97M-V def2-TZVPD RIJCOSX def2/J DEFGRID3
* xyz 1 2
C -1.22348 -1.65268 -0.62631
C 0.21206 -1.70717 -0.17118
N 0.94698 -0.47592 -0.42494
N 0.35319 0.49933 0.43793
C -0.08733 1.66472 -0.26156
C 0.49950 2.90846 0.38137
O 1.17742 3.69767 -0.17718
Cl 0.06573 3.06189 2.07857
H -1.26829 -1.31879 -1.65723
H -1.66528 -2.63848 -0.53414
H -1.81587 -0.97095 -0.02310
H 0.15458 -2.03783 0.94129
H 0.72753 -2.49767 -0.70646
H 1.89181 -0.55473 -0.05579
H -1.17243 1.72776 -0.13540
H 0.17289 1.64500 -1.31356
Ag 1.03099 -1.35060 2.24769
*
```


7.
C4H8BrI | wB97M-V/def2-TZVPD

LUMO, eV: 0.44
ΔE to the lowest compared entry with this formula, charge and spin, kcal per mole: 40.7
Max |F|, eV Å⁻¹: 5.39

```
! wB97M-V def2-TZVPD RIJCOSX def2/J DEFGRID3
* xyz 0 1
C 2.68350 -1.26732 -0.52944
C -3.05310 1.29570 -0.09165
C 1.50130 -1.00777 0.39634
C 0.87459 0.12528 0.67407
Br -4.72196 0.37509 -0.10849
I 1.37437 2.01036 -0.12595
H 2.76361 -0.33878 -1.05074
H 2.37713 -2.06798 -1.04541
H 3.47407 -1.34199 0.15745
H -3.29632 2.22144 0.56907
H -2.41570 0.68821 0.37071
H -2.83411 1.33528 -1.16076
H 1.28032 -1.99691 0.67578
H -0.00771 -0.03062 1.26902
*
```


8.
C4H8BrN3P | wB97M-V/def2-TZVPD

LUMO (alpha / beta), eV: -4.74 / -4.74
ΔE to the lowest compared entry with this formula, charge and spin, kcal per mole: 52.8
Max |F|, eV Å⁻¹: 5.04

```
! wB97M-V def2-TZVPD RIJCOSX def2/J DEFGRID3
* xyz 1 1
C 0.04787 -1.17409 -1.06026
C 0.51257 1.12214 -0.25123
C 0.04790 -0.18353 1.79782
C -1.00582 -1.13508 1.18164
N -0.55877 -1.55280 -0.09616
N 0.35155 1.10763 1.02401
N 0.56921 2.25856 -0.85461
P 1.04775 -1.38668 -2.42825
Br -2.81087 -0.10099 0.87340
H -0.33456 0.10819 2.71764
H 0.87807 -0.85972 1.91436
H -1.21438 -1.96361 1.99554
H 0.34845 1.98404 1.54758
H 0.78042 2.29487 -1.81123
H 0.48799 3.12130 -0.28579
H 0.17563 -0.82836 -3.34618
H 0.67697 -2.81184 -2.91828
*
```


9.
C4H8BrO2 | wB97M-V/def2-TZVPD

LUMO, eV: -6.12
ΔE to the lowest compared entry with this formula, charge and spin, kcal per mole: 56.6
Max |F|, eV Å⁻¹: 5.82

```
! wB97M-V def2-TZVPD RIJCOSX def2/J DEFGRID3
* xyz 1 1
C -0.39071 -1.25299 -0.55000
C 0.19059 -1.21704 0.77515
C -0.92611 0.14958 -0.75987
C 1.02239 0.94164 0.66267
O 1.29454 -0.30507 0.88646
O 0.50387 1.14525 -0.71967
Br 0.17772 2.95945 -1.04391
H 0.20105 -1.73099 -1.40632
H -1.30033 -1.90229 -0.63044
H -0.59862 -0.85244 1.48433
H 0.73636 -2.18488 1.05778
H -1.21201 0.49037 -1.78526
H -1.54980 0.54704 0.02514
H 0.10047 1.38718 1.22064
H 1.75061 1.82519 0.78331
*
```


10.
C4H8Cl2PS | wB97M-V/def2-TZVPD

LUMO, eV: -6.33
ΔE to the lowest compared entry with this formula, charge and spin, kcal per mole: 21.5
Max |F|, eV Å⁻¹: 1.63

```
! wB97M-V def2-TZVPD RIJCOSX def2/J DEFGRID3
* xyz 1 1
C 1.36089 2.45663 -0.92378
C -0.01645 2.80882 -0.34710
C 0.87027 1.88293 0.30226
C -1.32452 -3.32136 1.03116
P 0.02895 -0.84267 -0.16314
S -0.99678 -1.60030 1.53019
Cl -1.08853 -1.31518 -1.75476
Cl 1.63525 -2.02521 -0.38923
H 1.34774 1.89012 -1.84413
H 2.21612 3.12081 -0.86317
H -0.22544 3.73945 0.16864
H -0.86860 2.47902 -0.92151
H 1.23598 1.69840 1.28899
H -1.46981 -3.86998 1.95819
H -0.47673 -3.73303 0.49481
H -2.22832 -3.36845 0.43259
*
```


11.
C4H8Cl3GeIrO5S2 | wB97M-V/def2-TZVPD

LUMO (alpha / beta), eV: -6.26 / -6.76
ΔE to the lowest compared entry with this formula, charge and spin, kcal per mole: 30.1
Max |F|, eV Å⁻¹: 1.20
Expectation value of S²: 0.76

```
! wB97M-V def2-TZVPD RIJCOSX def2/J DEFGRID3
* xyz 1 2
Ir -0.43005 -1.84845 0.61629
O 1.00562 -3.51324 -2.44295
S 0.44785 -2.71784 -1.43742
O 1.26763 -2.56316 -0.08799
O -0.80332 -3.28528 -0.65484
O 0.00405 -1.32541 -1.66872
O -1.22648 -0.13066 0.94045
S -0.88142 1.40583 0.74939
C -1.33191 1.73833 -0.97348
C -0.12105 2.46162 -1.56069
C 1.10024 1.69423 -1.06249
C 0.90830 1.51787 0.44222
H -2.25889 2.30740 -0.97046
H -1.48880 0.75974 -1.42982
H -0.09830 3.49884 -1.21922
H -0.19195 2.47670 -2.64689
H 2.03051 2.22415 -1.25871
H 1.15227 0.71876 -1.54469
H 1.21585 2.38972 1.02284
H 1.37080 0.63658 0.88636
Cl 0.80651 -3.71254 3.57160
Ge -0.46813 -2.10674 3.08103
Cl 0.39013 -0.27621 3.78241
Cl -2.39944 -2.35025 3.86577
*
```


12.
C4H8Cl3GeIrOSSe4 | wB97M-V/def2-TZVPD

LUMO (alpha / beta), eV: -5.27 / -5.84
ΔE to the lowest compared entry with this formula, charge and spin, kcal per mole: 2.0
Max |F|, eV Å⁻¹: 0.38
Expectation value of S²: 0.77

```
! wB97M-V def2-TZVPD RIJCOSX def2/J DEFGRID3
* xyz 1 2
Ir -2.31334 -1.00389 0.03954
Se -4.52891 -1.78699 -0.09733
Se -4.77487 -3.95591 0.65068
Se -2.89772 -4.39338 1.87318
Se -1.69647 -2.38987 1.78370
Cl -1.89708 -4.36892 -1.74751
Ge -1.56442 -2.26381 -1.80501
Cl 0.54895 -2.01905 -2.14337
Cl -2.53541 -1.45476 -3.52671
O -0.78097 0.36202 0.22541
S 0.75312 0.22824 0.40371
C 1.47043 1.19937 -0.93905
C 2.55998 2.02596 -0.27091
C 1.91723 2.61576 0.98328
C 1.14966 1.47931 1.66673
H 0.64971 1.82261 -1.30135
H 1.79918 0.52510 -1.72478
H 2.92564 2.79043 -0.95464
H 3.41122 1.39378 -0.00773
H 1.22708 3.41377 0.70838
H 2.65636 3.03718 1.66147
H 0.18868 1.77134 2.08806
H 1.73195 0.97170 2.43425
*
```